Molecular formula: C2H3F3O
Method: DFT, ωB97M-V/def2-TZVPD

Properties
**2S+1**: 1
**ΔE to the lowest compared entry with this formula, charge and spin**: 34.1 kcal per mole
**Net charge**: 0
**HOMO-LUMO gap**: 11.1 eV
**HOMO energy**: -0.3896 Ha
**E_tot**: -12321.301 eV
**SMILES string**: FC(F)F.C=O

Structure (XYZ):
```
9
Properties=species:S:1:pos:R:3:forces:R:3:lowdin_charge:R:1
H 0.59023 0.78124 2.03824 0.700 0.329 -0.813 0.151
C 0.38997 1.80639 1.69471 -1.033 -0.653 0.598 -0.514
F -0.95353 1.91372 1.82247 -0.115 0.390 -0.219 0.081
H 0.28465 -1.99770 -1.25130 1.596 -3.637 -1.879 0.048
F 0.71749 2.14749 0.45292 0.116 -0.465 -0.043 0.121
F 0.95209 2.68877 2.50612 0.344 0.466 0.468 0.117
O 0.36180 -0.74176 0.14542 0.285 0.327 1.882 0.022
H -1.03235 -0.90589 -1.14535 -3.773 1.075 -1.118 0.055
C -0.22978 -1.33069 -0.70698 1.880 2.170 1.125 -0.082
```
Forces are in eV/Å.

---

Molecular formula: C2H3F3O2
Method: DFT, ωB97M-V/def2-TZVPD

Properties
**2S+1**: 1
**ΔE to the lowest compared entry with this formula, charge and spin**: 8.3 kcal per mole
**Net charge**: 0
**HOMO-LUMO gap**: 12.1 eV
**HOMO energy**: -0.4222 Ha
**E_tot**: -14369.588 eV
**SMILES string**: OC(O)(F)C(F)F

Structure (XYZ):
```
10
Properties=species:S:1:pos:R:3:forces:R:3:lowdin_charge:R:1
F 0.13449 -1.97896 0.27842 -0.695 0.886 0.417 0.028
H 0.32463 2.13020 -0.30828 -0.290 0.338 0.209 0.145
O 0.99575 0.26911 -1.03232 -1.301 0.910 0.821 0.108
C -0.17932 -0.76838 0.90214 -0.106 0.352 -2.678 -0.255
F -1.44652 0.01954 -1.04409 2.525 0.385 0.469 -0.050
H -1.06086 -0.94261 1.57992 0.761 0.540 -0.892 0.178
O -0.36792 1.61344 0.13643 0.844 0.924 0.299 0.142
C -0.17425 0.38912 -0.29200 -2.659 -3.741 0.052 -0.510
F 0.90832 -0.41250 1.54553 1.149 0.129 1.836 0.096
H 0.86568 -0.31896 -1.76573 -0.227 -0.723 -0.534 0.117
```
Forces are in eV/Å.

---

Molecular formula: C2H3F3S
Method: DFT, ωB97M-V/def2-TZVPD

Properties
**2S+1**: 1
**ΔE to the lowest compared entry with this formula, charge and spin**: 33.9 kcal per mole
**Net charge**: 0
**HOMO-LUMO gap**: 9.8 eV
**HOMO energy**: -0.3384 Ha
**E_tot**: -21109.379 eV
**SMILES string**: CSC(F)(F)F

Structure (XYZ):
```
9
Properties=species:S:1:pos:R:3:forces:R:3:lowdin_charge:R:1
F 0.44300 0.01895 1.59923 0.521 0.174 -0.238 0.088
S -0.86038 0.41702 -0.83211 -0.056 2.976 1.949 0.825
C 0.01037 -1.09212 -0.99113 -2.631 -1.104 3.298 -0.456
C 0.04689 1.08839 0.88724 -2.238 -2.547 -2.243 -0.828
H 0.89556 -0.78048 -0.47766 1.113 -1.403 -0.316 0.016
F -0.84836 1.69991 1.60665 -0.808 0.898 0.451 0.129
H -0.69500 -1.84560 -0.45274 2.026 0.824 -0.485 0.074
H -0.02876 -1.38626 -1.97666 0.897 -0.402 -2.269 -0.002
F 1.03669 1.88020 0.63717 1.176 0.583 -0.147 0.153
```
Forces are in eV/Å.

---

Molecular formula: C2H3FIN
Method: DFT, ωB97M-V/def2-TZVPD

Properties
**2S+1**: 1
**ΔE to the lowest compared entry with this formula, charge and spin**: 0.0 kcal per mole
**Net charge**: 0
**HOMO-LUMO gap**: 9.9 eV
**HOMO energy**: -0.3606 Ha
**E_tot**: -14430.268 eV
**SMILES string**: [H]/N=C(\F)CI

Structure (XYZ):
```
8
Properties=species:S:1:pos:R:3:forces:R:3:lowdin_charge:R:1
F 0.28572 -1.99236 0.39619 -0.015 1.759 -0.352 -0.058
H -1.32258 -1.43563 -1.49802 0.632 -0.119 0.600 0.087
I 2.88952 0.07589 -0.10178 0.634 -0.251 -0.146 0.806
C 0.02456 -0.71058 -0.20656 0.090 -2.217 1.237 -0.501
N -0.79020 -0.65224 -1.12386 -0.291 1.406 -0.546 0.185
C 0.85569 0.38458 0.42030 0.320 -1.293 -2.193 -0.553
H 0.90859 0.48990 1.45040 -0.570 -0.283 1.858 0.015
H 0.68957 1.30857 -0.05258 -0.800 0.998 -0.458 0.019
```
Forces are in eV/Å.

---

Molecular formula: C2H3FN
Method: DFT, ωB97M-V/def2-TZVPD

Properties
**2S+1**: 1
**ΔE to the lowest compared entry with this formula, charge and spin**: 33.5 kcal per mole
**Net charge**: +1
**HOMO-LUMO gap**: 11.5 eV
**HOMO energy**: -0.5987 Ha
**E_tot**: -6318.972 eV
**SMILES string**: [NH3+]C#CF

Structure (XYZ):
```
7
Properties=species:S:1:pos:R:3:forces:R:3:lowdin_charge:R:1
H -1.24007 0.75883 0.60997 -0.081 -0.794 0.540 0.188
H -1.56187 -0.89185 0.23112 1.073 0.482 -0.115 0.209
N -0.97721 -0.04788 0.01209 0.637 2.426 -1.453 0.207
C 0.48641 -0.05853 -0.00569 -1.861 -1.090 0.348 0.017
H -1.30216 0.39945 -0.91129 0.459 -1.418 0.942 0.218
C 1.67014 -0.16068 0.07599 0.468 0.927 -0.586 -0.061
F 2.92474 0.00067 -0.01218 -0.695 -0.533 0.324 0.222
```
Forces are in eV/Å.

---

Molecular formula: C2H3FN2O
Method: DFT, ωB97M-V/def2-TZVPD

Properties
**2S+1**: 1
**ΔE to the lowest compared entry with this formula, charge and spin**: 60.4 kcal per mole
**Net charge**: 0
**HOMO-LUMO gap**: 10.0 eV
**HOMO energy**: -0.3474 Ha
**E_tot**: -9863.992 eV
**SMILES string**: C1=NN1.O=CF

Structure (XYZ):
```
9
Properties=species:S:1:pos:R:3:forces:R:3:lowdin_charge:R:1
H 1.44568 0.89886 1.05762 0.262 0.105 -0.649 0.068
H -1.49886 -0.98063 0.90876 -0.066 -2.534 1.850 0.113
F -3.08373 -0.09749 -0.08978 1.085 -0.761 0.819 0.054
N 2.07999 0.50451 0.33843 0.665 1.167 1.837 0.025
H 0.97814 0.22613 -1.71294 0.139 0.256 0.303 0.123
C 1.35969 0.01731 -0.71802 -0.747 -0.570 -1.671 -0.338
O -0.99133 0.57379 -0.13077 -0.854 -0.183 0.394 0.087
N 1.48130 -0.92599 0.05479 0.174 -1.193 0.077 0.108
C -1.77088 -0.21649 0.29191 -0.659 3.713 -2.959 -0.239
```
Forces are in eV/Å.